No. 1
14
Properties=species:S:1:pos:R:3:forces:R:3:nbo_charge:R:1 method="wB97M-V/def2-TZVPD" smiles="C=N.NCN" multiplicity=1 total_energy_ha=-245.8239 e_lumo_ev=1.056 homo_lumo_gap_ev=10.08 e_above_lowest_kcal_mol=29.9
C -1.935774 1.553002 0.607526 -0.2 -0.5 -0.5 -0.05
N -2.137406 1.364792 -0.630624 0.0 0.1 0.3 -0.60
H -1.428191 2.457939 0.904607 0.2 0.2 0.2 0.16
H -2.237383 0.828061 1.372820 0.1 0.3 0.0 0.16
H -2.640624 0.489296 -0.766046 0.0 -0.1 -0.1 0.33
N 1.980095 -0.114780 -0.937145 -0.2 -0.4 -0.3 -0.83
C 1.237836 -0.330272 0.300949 0.0 -0.8 -0.1 -0.06
N 0.299393 -1.452654 0.355150 0.0 0.3 0.3 -0.87
H 1.344647 -0.046881 -1.729982 0.0 0.3 0.2 0.35
H 2.496943 -0.974712 -1.123586 0.1 0.3 0.0 0.34
H 0.657470 0.545399 0.562046 0.2 0.4 0.0 0.18
H 2.007483 -0.528975 1.050462 -0.3 0.2 0.2 0.18
H 0.747718 -2.352870 0.414896 0.0 -0.1 -0.2 0.36
H -0.392208 -1.437343 -0.381073 0.1 0.0 -0.1 0.35

---

No. 2
14
Properties=species:S:1:pos:R:3:forces:R:3:nbo_charge:R:1 method="wB97M-V/def2-TZVPD" multiplicity=2 total_energy_ha=-245.4839 charge=+1 e_lumo_ev="-3.792 / -9.014" homo_lumo_gap_ev="8.75 / 3.53" e_above_lowest_kcal_mol=27.2
C -0.078138 2.450763 3.093880 -0.5 0.0 -0.1 -0.05
N 1.078833 2.836538 3.393038 0.2 0.2 -0.1 -0.57
H -0.999911 3.017539 3.249875 0.1 0.1 0.1 0.15
H -0.221873 1.480935 2.632255 0.1 -0.3 0.0 0.13
H 1.029590 3.775581 3.785614 0.2 0.0 0.1 0.34
N -0.797645 -1.800163 -0.719073 1.8 1.4 -0.7 -0.52
C -0.526697 -1.756216 -2.185433 0.2 -0.6 0.2 -0.12
N 0.805106 -1.296954 -2.274061 -1.0 0.9 -0.4 -0.48
H -0.883455 -0.806139 -0.453766 -0.8 -0.5 0.5 0.38
H 0.066824 -2.089913 -0.243198 -0.4 -0.6 0.2 0.39
H -0.521845 -2.745864 -2.635541 -0.6 0.0 0.0 0.25
H -1.251403 -1.070845 -2.622685 -0.1 -0.1 -0.2 0.26
H 0.956129 -0.333927 -1.963934 0.4 -0.4 -0.2 0.42
H 1.344489 -1.661335 -3.056971 0.6 0.0 0.6 0.44

---

No. 3
15
Properties=species:S:1:pos:R:3:forces:R:3:nbo_charge:R:1 method="wB97M-V/def2-TZVPD" multiplicity=2 total_energy_ha=-321.0207 charge=-1 e_lumo_ev="4.166 / 4.218" homo_lumo_gap_ev="3.06 / 9.12" e_above_lowest_kcal_mol=27.5
C -0.453231 -0.705271 -2.006840 0.3 -1.5 -1.4 -0.57
N 0.442639 -0.295314 -0.898747 -0.4 0.0 -3.1 -0.75
C 0.282940 -0.657799 0.406966 -2.9 -1.3 -0.7 0.40
N 1.117842 -0.034218 1.198964 3.0 0.3 1.6 -0.88
N -0.692875 -1.387197 0.891370 0.6 0.0 -1.3 -0.86
H -1.480844 -0.997955 -1.613957 1.6 0.1 -0.5 0.22
H -0.653619 0.098675 -2.880803 0.9 -1.5 2.3 0.18
H 0.143412 -1.662048 -2.534599 -2.0 2.1 1.0 0.14
H 1.413058 -0.386843 -1.254322 -0.6 0.6 0.8 0.32
H 1.830788 0.561207 0.813112 -0.2 0.3 0.0 0.37
H 0.694854 0.232036 2.051996 0.2 0.4 0.9 0.38
H -0.398705 -1.663371 1.822644 -0.3 0.3 0.3 0.32
H -0.935370 2.907025 0.861222 0.9 -0.4 0.8 0.38
H -0.922694 1.569577 1.596277 0.9 1.1 -0.1 0.44
O -0.388194 2.421496 1.546717 -1.9 -0.5 -0.8 -1.11

---

No. 4
15
Properties=species:S:1:pos:R:3:forces:R:3:nbo_charge:R:1 method="wB97M-V/def2-TZVPD" smiles=C[C@@H](O)N(N)N multiplicity=1 total_energy_ha=-321.0467 e_lumo_ev=1.006 homo_lumo_gap_ev=10.04 e_above_lowest_kcal_mol=53.4
C -0.413965 1.130431 -1.034528 -0.2 -0.4 0.4 -0.66
C -0.729898 0.390555 0.266335 0.3 0.4 0.2 0.23
O -1.936924 -0.299596 0.082311 -0.3 -0.1 -0.3 -0.72
N 0.275708 -0.571688 0.722151 0.1 -0.2 0.0 -0.17
N 0.681189 -1.539900 -0.235830 0.0 0.0 -0.1 -0.68
N 1.376160 0.078944 1.303170 0.1 0.2 0.0 -0.66
H -1.177047 1.883999 -1.199176 0.0 0.1 -0.1 0.23
H 0.556942 1.614441 -0.964485 0.1 0.1 0.0 0.21
H -0.432058 0.443177 -1.877592 0.0 0.0 -0.1 0.21
H -0.808104 1.116320 1.090686 0.1 -0.2 -0.2 0.17
H -2.130368 -0.786518 0.891162 0.1 0.1 0.0 0.48
H 0.940900 -1.110019 -1.128475 -0.1 0.0 0.1 0.32
H -0.100878 -2.165089 -0.398952 0.1 0.1 0.0 0.36
H 2.038676 0.411951 0.596685 -0.1 -0.2 0.1 0.32
H 1.859667 -0.597010 1.886539 -0.1 0.1 -0.1 0.36

---

No. 5
15
Properties=species:S:1:pos:R:3:forces:R:3:nbo_charge:R:1 method="wB97M-V/def2-TZVPD" multiplicity=1 total_energy_ha=-321.1034 e_lumo_ev=0.798 homo_lumo_gap_ev=10.18 e_above_lowest_kcal_mol=17.8
H 0.687394 -1.913675 -1.069281 -0.3 -0.5 0.2 0.34
N 0.112279 -1.193883 -0.644612 0.7 0.9 0.1 -0.80
C 0.902736 -0.438373 0.045027 -0.5 0.2 -1.0 0.58
N 2.135587 -0.811142 0.494783 -0.3 -0.9 0.2 -0.83
N 0.577354 0.890065 0.373274 0.6 -1.4 -0.1 -0.65
C -0.448142 1.541752 -0.402950 -0.6 1.8 0.7 -0.42
H 2.871812 -0.158087 0.614995 0.3 0.5 0.1 0.40
H 2.351971 -1.794321 0.440296 0.2 0.3 0.0 0.39
H 0.471094 0.908665 1.377629 0.0 0.7 0.1 0.39
H -1.414925 1.510717 0.105710 -0.2 -0.3 -0.4 0.20
H -0.507918 1.265927 -1.443799 0.0 -0.9 0.0 0.23
H -0.215904 2.616725 -0.470132 0.1 -0.2 0.3 0.19
O -2.723684 -0.894069 0.481203 -1.3 0.3 0.1 -0.97
H -3.030775 -0.611220 -0.399734 0.7 -0.3 0.6 0.47
H -1.768886 -0.919074 0.497587 0.5 -0.1 -0.8 0.49

---

No. 6
20
Properties=species:S:1:pos:R:3:forces:R:3:nbo_charge:R:1 method="wB97M-V/def2-TZVPD" multiplicity=1 total_energy_ha=-963.1628 charge=+1 e_lumo_ev=-4.548 homo_lumo_gap_ev=10.12
N -0.425196 1.858665 -0.282079 0.4 0.3 0.4 -0.76
C -0.351063 0.647924 0.287092 -0.1 0.9 0.7 0.74
N 0.282284 0.542350 1.514976 0.5 -1.4 -1.2 -0.59
C 1.790820 0.582005 1.233877 -0.1 -0.3 -0.8 0.08
O 2.495264 0.102547 2.314589 -0.3 0.7 0.6 -0.25
O 3.179014 -1.064262 1.914177 0.3 -0.7 -0.5 -0.42
N -0.861852 -0.405026 -0.323889 -0.8 -0.7 0.1 -0.88
P -1.637657 -0.413580 -1.894612 -0.6 -0.3 -2.5 2.43
O -1.160784 0.599875 -2.790451 0.7 1.4 0.2 -1.03
O -3.202583 -0.301759 -1.700658 0.8 -1.1 0.9 -0.94
O -1.299725 -1.869131 -2.488614 -0.2 0.4 2.1 -0.94
H -1.354134 2.271053 -0.262775 0.0 0.0 -0.9 0.45
H 0.268288 2.484944 0.110517 -0.4 0.3 0.2 0.41
H 0.102377 -0.415014 1.824558 0.3 0.2 0.5 0.37
H 2.071714 1.592872 0.931879 0.0 0.1 0.5 0.19
H 1.966669 -0.076421 0.374246 0.3 0.1 0.2 0.19
H 2.861999 -1.755221 2.518518 0.0 0.3 0.2 0.48
H -0.793239 -1.287290 0.174932 -0.1 0.1 0.0 0.44
H -3.560718 -1.062790 -1.209709 -0.4 0.2 -0.2 0.52
H -0.371479 -2.031740 -2.246573 -0.1 -0.5 -0.6 0.51

---

No. 7
16
Properties=species:S:1:pos:R:3:forces:R:3:nbo_charge:R:1 method="wB97M-V/def2-TZVPD" smiles="NC(N)=[NH+][C@@H](N)O" multiplicity=1 total_energy_ha=-375.6466 charge=+1 e_lumo_ev=-3.040 homo_lumo_gap_ev=11.11 e_above_lowest_kcal_mol=31.9
N -1.731904 0.657210 -1.633359 -2.0 2.7 -1.0 -0.76
C -0.909105 0.666957 -0.610090 2.0 -0.3 1.2 0.68
N -0.589409 1.773929 0.097470 -0.1 0.2 -0.3 -0.80
N -0.238347 -0.459213 -0.239639 0.1 3.0 1.2 -0.59
C 0.755366 -0.519195 0.880210 1.0 -0.9 -3.0 0.39
N 1.274744 -1.852533 0.794292 -2.2 3.1 5.0 -0.84
O 1.711811 0.506139 0.733186 1.2 0.3 -0.4 -0.74
H -2.262880 1.553571 -1.900143 1.3 -2.1 0.6 0.44
H -1.936247 -0.133205 -2.213933 0.0 -0.4 0.2 0.43
H -1.070464 2.695733 -0.065128 1.0 -1.6 0.3 0.44
H 0.388872 1.678648 0.504030 -1.4 0.9 -0.5 0.46
H -0.266842 -1.259996 -0.753931 -0.6 -2.3 -1.8 0.41
H 0.219476 -0.165640 1.699671 -0.7 -0.5 2.1 0.20
H 1.786870 -2.213557 1.562872 0.3 -0.2 0.5 0.41
H 1.462154 -2.187613 -0.042999 1.3 -1.8 -4.6 0.37
H 2.525486 0.265872 0.223856 -1.2 -0.1 0.5 0.51

---

No. 8
16
Properties=species:S:1:pos:R:3:forces:R:3:nbo_charge:R:1 method="wB97M-V/def2-TZVPD" multiplicity=1 total_energy_ha=-375.4657 charge=+1 e_lumo_ev=-3.675 homo_lumo_gap_ev=10.80 e_above_lowest_kcal_mol=145.5
C -2.415540 -0.676284 1.357536 -1.4 1.6 -4.7 -0.23
O -1.474179 -1.232335 0.426206 1.5 -1.4 -2.7 -0.42
N -1.110701 -0.541378 -0.780819 3.3 1.7 3.5 -0.23
C 0.582661 -0.154725 -0.479079 -2.4 1.3 -0.4 0.61
N 1.218864 -0.543795 0.613475 -1.9 -1.3 -0.7 -0.75
N 1.026871 0.840821 -1.220054 2.6 1.2 0.1 -0.40
N 2.380964 1.421277 -0.991563 -1.1 -1.0 1.7 -0.65
H -2.226479 0.362134 1.359648 0.4 1.3 1.2 0.19
H -2.157330 -1.299892 2.110210 -0.1 -1.2 3.2 0.21
H -3.447193 -0.737678 0.934942 0.6 -0.6 0.7 0.20
H -0.981839 -1.203246 -1.518675 -0.3 -1.2 -0.3 0.37
H 0.869861 -1.366213 1.092735 -0.4 0.1 -0.1 0.44
H 2.034047 -0.174047 1.035882 0.9 0.7 -0.3 0.44
H 0.658107 1.273428 -2.054515 -1.1 -0.7 0.3 0.44
H 2.681080 2.017781 -1.749436 -0.4 -0.2 -0.5 0.40
H 2.360806 2.014151 -0.136492 -0.3 -0.5 -0.8 0.38